Molecular formula: C20H38O38PS8
Method: DFT, ωB97M-V/def2-TZVPD

Geometry as XYZ:
```
105
Properties=species:S:1:pos:R:3:forces:R:3
P -0.184 -0.075 0.919 0.069 0.100 -0.308
O 0.709 -0.149 -0.372 -0.019 -0.074 -0.055
O 0.329 1.096 1.804 -0.057 0.051 0.166
O -0.134 -1.396 1.731 0.077 -0.170 -0.282
O -1.665 0.207 0.476 -0.331 0.100 -0.172
C 2.799 -0.439 2.892 -1.040 0.473 -0.037
C 1.991 -1.219 3.908 -0.421 -0.086 -0.359
O 2.970 -1.649 4.893 0.315 -0.299 -0.139
S 4.422 -1.746 4.257 0.236 0.244 -0.197
O 4.857 -3.087 4.043 -0.353 0.075 0.102
O 5.276 -0.892 5.021 -0.145 0.016 -0.135
O 4.065 -1.120 2.832 0.213 -0.008 0.589
H 2.837 0.612 3.188 0.749 -0.094 0.100
H 2.320 -0.446 1.918 0.011 -0.240 -0.110
H 1.473 -2.059 3.446 0.141 -0.114 0.163
H 1.254 -0.610 4.421 0.056 0.077 -0.034
C 2.600 0.600 -2.805 -0.241 -1.588 -0.150
C 1.809 1.844 -2.551 -0.882 -0.592 -0.324
O 2.793 2.874 -2.452 0.966 0.132 -0.032
S 3.910 2.595 -3.575 -0.429 -0.255 0.778
O 5.204 2.876 -3.045 -0.373 -0.069 -0.109
O 3.510 3.217 -4.794 0.076 -0.258 -0.098
O 3.690 1.005 -3.662 0.225 0.679 -0.210
H 2.016 -0.197 -3.279 -0.046 0.489 -0.576
H 2.965 0.025 -1.953 0.353 0.961 0.431
H 1.182 1.660 -1.672 0.417 0.469 0.355
H 1.175 2.096 -3.408 -0.037 -0.140 0.070
C 2.723 -2.175 -0.522 0.814 -0.160 0.313
C 2.020 -3.110 0.459 0.453 -0.177 -0.206
O 3.028 -4.097 0.814 0.171 -0.616 -0.528
S 4.061 -4.354 -0.369 0.276 0.562 0.429
O 3.693 -5.405 -1.274 -0.435 0.504 0.370
O 5.358 -4.456 0.220 -0.166 0.070 -0.169
O 3.873 -2.931 -1.046 -0.090 -0.852 -0.327
H 3.225 -1.344 -0.035 -0.540 0.283 0.004
H 2.083 -1.893 -1.346 -0.011 0.190 0.062
H 1.182 -3.604 -0.026 -0.055 -0.049 0.159
H 1.737 -2.637 1.390 -0.416 0.182 -0.192
C 2.724 2.965 1.600 -0.422 0.651 0.898
C 3.637 2.128 0.699 -0.676 0.016 -0.475
O 4.870 1.975 1.421 0.472 0.309 0.389
S 5.108 3.342 2.219 -0.903 -0.068 -0.443
O 5.444 4.388 1.298 -0.087 -0.281 0.202
O 5.950 3.121 3.340 -0.182 -0.150 0.009
O 3.582 3.491 2.670 1.154 0.089 -0.034
H 1.947 2.405 2.122 -0.024 -0.353 -0.379
H 2.260 3.836 1.137 0.175 -0.174 -0.421
H 3.835 2.606 -0.258 0.062 0.091 0.087
H 3.166 1.160 0.523 0.239 -0.117 0.122
C -3.187 0.859 2.721 1.407 0.156 -0.129
C -2.117 0.074 3.531 -0.397 -0.038 -0.820
O -2.655 0.030 4.885 -0.046 -0.032 0.710
S -4.214 0.189 4.841 0.490 0.000 -1.437
O -4.674 0.731 6.073 -0.008 0.242 -0.160
O -4.841 -0.982 4.304 0.069 0.093 0.409
O -4.198 1.283 3.653 -0.720 -0.430 0.964
H -3.512 0.266 1.873 -0.480 -0.009 0.218
H -2.712 1.766 2.357 -0.168 -0.001 -0.119
H -1.163 0.597 3.456 0.021 -0.050 0.516
H -1.964 -0.936 3.163 -0.029 0.014 -0.011
C -4.648 1.597 -0.176 -1.318 -0.705 0.006
C -4.427 0.294 -0.936 1.500 1.250 0.221
O -5.314 0.435 -2.050 -0.604 0.057 -0.805
S -5.111 1.904 -2.654 0.023 -0.770 0.886
O -6.335 2.338 -3.244 0.259 -0.015 0.508
O -3.923 1.947 -3.436 -0.002 0.162 -0.001
O -4.833 2.576 -1.223 -0.093 0.588 -0.910
H -3.853 1.891 0.495 0.233 0.002 -0.245
H -5.616 1.522 0.331 0.199 0.238 0.287
H -4.633 -0.597 -0.360 -0.187 -0.085 -0.169
H -3.389 0.355 -1.285 0.005 -0.705 0.128
C -1.388 2.693 -1.401 0.165 0.451 0.992
C -0.942 3.177 -0.036 0.369 -0.798 -0.434
O -0.936 4.624 -0.163 -0.949 1.033 -0.412
S -0.339 5.018 -1.600 0.964 -0.389 0.858
O 1.072 5.187 -1.412 -0.258 -0.757 -0.293
O -0.944 6.126 -2.278 -0.937 -0.760 0.545
O -0.744 3.629 -2.279 0.770 0.908 -1.281
H -2.459 2.830 -1.535 0.011 -0.217 -0.052
H -1.055 1.667 -1.554 0.048 0.067 -0.196
H 0.080 2.887 0.202 -0.140 -0.377 0.086
H -1.608 2.746 0.706 0.091 0.680 0.386
C -1.726 -3.669 0.061 -0.924 0.639 0.062
C -3.006 -2.927 0.542 1.446 0.855 0.179
O -4.065 -3.848 0.299 -0.760 -0.864 -0.005
S -3.508 -5.297 0.712 1.095 1.203 0.386
O -4.207 -6.353 0.066 -0.009 0.370 -0.186
O -3.363 -5.299 2.134 -0.160 -0.391 -0.202
O -2.076 -5.073 0.041 -0.731 -0.861 0.150
H -0.871 -3.503 0.706 -0.014 0.292 -0.080
H -1.612 -3.362 -0.973 0.736 -0.339 0.016
H -3.134 -2.020 -0.045 -0.164 -0.190 -0.193
H -2.923 -2.562 1.566 -0.231 -0.555 0.187
O 0.666 -3.020 -4.981 -0.303 -0.063 -0.005
C -0.132 -2.305 -4.431 0.795 0.362 -0.532
O -0.659 -2.601 -3.244 -0.481 -0.480 0.959
C -1.452 -1.501 -2.698 0.335 0.648 -0.980
C -1.811 -0.748 -3.967 -0.091 1.334 -0.293
C -0.606 -0.931 -4.897 -0.759 -0.743 0.829
H -0.834 -0.927 -2.004 0.200 -0.017 0.178
H -2.351 -1.808 -2.172 0.179 -0.648 -0.066
H -2.015 0.312 -3.800 -0.119 -0.115 0.182
H -2.697 -1.167 -4.447 -0.007 -0.114 0.097
H 0.196 -0.217 -4.714 -0.017 0.089 -0.081
H -0.914 -0.929 -5.938 0.358 -0.040 -0.143
```
Forces are in eV/Å.

The LUMO energy comes out at 4.91 eV. As for the gap between HOMO and LUMO: 0.213 Eh. The total energy is -195131.52446 eV. The calculation puts the molar mass at 1174.00 u. The net charge is -3.


Molecular formula: C20H39As3F5MnNO2STe
Method: DFT, ωB97M-V/def2-TZVPD

Geometry as XYZ:
```
73
Properties=species:S:1:pos:R:3:forces:R:3
Mn 1.775 -1.114 -0.676 0.650 -0.109 1.357
C 5.145 -2.213 0.095 -0.123 0.054 -0.011
C 3.737 -2.610 0.447 -0.014 -0.324 0.167
C 3.019 -3.499 -0.369 -0.020 0.221 0.255
C 1.773 -4.002 0.028 0.018 -0.038 0.202
C 1.022 -4.955 -0.848 -0.004 0.071 -0.041
C 1.247 -3.595 1.250 0.275 0.002 -0.140
C 1.941 -2.726 2.087 0.207 -0.009 -0.050
C 1.383 -2.332 3.420 0.020 0.041 -0.065
C 3.185 -2.243 1.682 -0.216 -0.280 -0.211
H 5.840 -2.889 0.595 0.045 0.002 -0.008
H 5.364 -1.200 0.428 0.060 -0.013 -0.034
H 5.319 -2.282 -0.976 0.043 0.024 -0.069
H 3.461 -3.848 -1.294 -0.049 0.115 -0.123
H 1.318 -5.985 -0.647 0.034 -0.062 0.065
H 1.222 -4.740 -1.894 -0.043 0.008 -0.090
H -0.048 -4.862 -0.676 -0.037 -0.026 -0.044
H 0.277 -3.963 1.557 -0.106 -0.009 0.000
H 1.956 -2.801 4.219 -0.022 -0.008 0.077
H 0.344 -2.635 3.509 -0.072 -0.003 0.063
H 1.445 -1.254 3.551 -0.031 0.095 0.054
H 3.752 -1.608 2.347 0.014 0.073 0.042
C -3.621 -2.425 -1.490 0.229 0.181 0.060
As -1.987 -1.601 -0.707 -1.731 -0.176 1.045
C -2.718 -1.502 1.163 0.461 -0.045 -0.438
C -2.455 0.213 -1.417 -0.220 -0.054 0.008
C -1.896 1.608 -1.034 -0.170 0.015 0.218
C -2.635 2.540 -2.027 0.083 0.039 -0.056
C -0.422 1.984 -1.303 0.290 0.078 -0.099
As 1.322 1.804 -0.288 0.171 1.771 0.293
C 1.122 2.848 1.363 -0.027 -0.269 -0.138
C 2.337 2.988 -1.458 0.078 -0.112 -0.047
C -2.279 1.944 0.422 -0.032 0.105 0.234
As -3.323 3.624 0.762 0.178 -0.101 0.294
C -3.745 3.181 2.637 0.024 -0.045 -0.080
C -1.863 4.885 1.211 -0.137 -0.066 -0.010
H -4.515 -1.844 -1.264 0.000 0.055 0.079
H -3.750 -3.432 -1.099 0.071 -0.037 0.087
H -3.503 -2.493 -2.567 0.074 0.027 -0.078
H -3.704 -1.043 1.203 -0.041 0.055 -0.125
H -2.022 -0.957 1.797 0.034 0.058 -0.002
H -2.798 -2.522 1.539 0.012 -0.023 -0.075
H -3.535 0.298 -1.240 0.134 -0.028 -0.097
H -2.336 0.074 -2.501 -0.403 0.159 0.099
H -2.370 2.275 -3.048 0.068 -0.019 -0.136
H -2.378 3.589 -1.862 -0.036 0.021 -0.023
H -3.716 2.438 -1.914 0.058 0.009 0.031
H -0.394 3.083 -1.192 0.111 -0.224 -0.009
H -0.152 1.777 -2.344 0.045 0.287 0.143
H 0.547 3.749 1.157 -0.051 -0.139 -0.081
H 2.117 3.131 1.714 -0.196 -0.090 -0.180
H 0.624 2.244 2.124 -0.010 0.050 -0.120
H 1.760 3.886 -1.687 -0.028 -0.108 0.103
H 2.568 2.460 -2.386 -0.138 -0.024 0.172
H 3.268 3.256 -0.957 -0.185 -0.073 0.044
H -1.388 1.931 1.057 -0.190 -0.028 0.094
H -2.942 1.159 0.797 0.060 0.115 0.061
H -4.594 2.501 2.685 -0.009 -0.030 -0.061
H -4.011 4.087 3.180 -0.004 0.074 -0.050
H -2.894 2.717 3.133 0.077 -0.017 0.013
H -1.211 5.066 0.357 -0.007 -0.023 -0.050
H -1.278 4.517 2.053 0.041 -0.054 0.007
H -2.302 5.841 1.499 -0.059 -0.033 -0.044
O 4.025 2.300 1.052 0.430 -0.039 0.115
S 3.654 0.880 1.270 -0.378 0.007 -0.302
N 2.490 0.472 0.181 0.387 0.567 0.300
F 2.101 0.128 -2.346 -0.563 -0.648 0.989
Te 0.009 -0.764 -2.692 -0.845 -0.554 -6.714
F -1.235 -2.037 -3.507 0.504 0.832 0.883
F 1.065 -1.284 -4.216 -0.356 0.191 1.131
F -0.645 0.529 -4.298 0.123 -0.376 1.484
F 0.248 -0.579 0.436 0.554 -0.274 -0.710
O 0.879 -2.169 -1.785 0.888 -0.818 0.344
```
Forces are in eV/Å.

The LUMO energy (alpha / beta) comes out at -1.92 / -1.11 eV. As for the gap between HOMO and LUMO (alpha / beta): 0.225 / 0.270 Eh. The total energy is -272507.92412 eV. The calculation puts the molar mass at 859.90 u. As for the spin multiplicity: 6.